(1)
Below is a structure of composition C23H43N2OP3RhSe, with properties calculated with ωB97M-V/def2-TZVPD.

Geometry (Å):
Rh 0.933099 -0.066527 -1.214906
P -0.739997 -0.287308 0.708602
P 1.467768 -2.363714 -0.550573
P -0.787404 -0.570652 -2.590109
H -0.122181 3.953114 0.803102
C -1.091293 3.701955 1.421798
C -1.212692 3.541986 2.762077
H -0.391239 3.759862 3.485512
C -0.116609 0.128078 2.388075
C -1.554700 -1.888691 1.213832
C -2.292267 0.715026 0.541192
C 3.085505 -2.987204 -1.201489
C 1.649393 -2.837182 1.230426
C 0.349596 -3.696944 -1.162665
C -1.379139 1.123410 -2.962814
C -2.306512 -1.490010 -2.123574
C -0.463500 -1.395119 -4.203794
H -1.858744 3.653081 0.614386
H -2.179228 3.223849 3.247178
H -0.323856 1.187398 2.564055
H 0.962776 -0.036944 2.478033
H -0.649935 -0.470734 3.142454
H -0.823905 -2.650903 1.511013
H -2.200125 -2.290548 0.421453
H -2.176091 -1.648446 2.093545
H -2.223894 1.605737 1.176826
H -3.157628 0.106820 0.863626
H -2.453038 1.018574 -0.501144
H 3.120348 -4.066498 -0.983150
H 3.914308 -2.464673 -0.698319
H 3.171936 -2.840604 -2.291116
H 1.203148 -3.838421 1.358879
H 1.183138 -2.129352 1.930157
H 2.721190 -2.905643 1.466405
H 0.939186 -4.628277 -1.066110
H 0.083747 -3.533704 -2.218153
H -0.550266 -3.758114 -0.531639
H -2.451112 1.089131 -3.193768
H -0.835035 1.506712 -3.832606
H -1.195490 1.805758 -2.119991
H -2.912681 -1.539477 -3.039554
H -2.894368 -1.002050 -1.339610
H -2.072122 -2.517658 -1.819439
H -1.430544 -1.744396 -4.593768
H 0.199542 -2.261816 -4.077877
H -0.002901 -0.698696 -4.915573
C 2.038108 1.133662 -3.973835
C 1.988996 2.347225 -3.288210
C 1.581092 3.548531 -3.939084
C 1.205608 3.514258 -5.268544
C 1.264282 2.316439 -5.954400
C 1.742182 1.140614 -5.334876
Se 2.262553 -0.661824 -3.048017
H -0.546932 1.732642 0.352855
H 2.217363 2.383997 -2.231153
H 1.547048 4.467540 -3.393733
H 0.853721 4.446381 -5.758058
H 0.950023 2.240691 -6.976934
H 1.852113 0.237431 -5.936531
N 3.514018 3.675985 4.114744
C 4.130687 2.559948 3.653434
O 5.140977 2.066531 4.176546
C 3.533231 1.998933 2.407308
C 2.653371 2.712514 1.602179
C 1.969295 2.115710 0.549812
N 2.270864 0.867511 0.134724
C 3.240412 0.182637 0.793260
C 3.873885 0.715189 1.934560
H 3.839460 4.052270 5.025044
H 2.606569 3.931233 3.852797
H 2.424100 3.763148 1.778202
H 1.081383 2.652803 0.099562
H 3.474329 -0.834225 0.454451
H 4.605169 0.115744 2.464116

Cartesian forces (eV/Å) of the 2 atoms listed first:
-1.160 0.144 1.962
-0.990 -0.702 1.013

Energy ... -125766.198 eV
<S²> ... 6.024
HOMO level (spin up / spin down) ... -16.9 / -17.1 eV
Total charge ... +3
Lowest unoccupied orbital energy (spin up / spin down) ... -9.9 / -12.6 eV
Kohn-Sham gap (spin up / spin down) ... 6.93 / 4.51 eV
Spin multiplicity ... 5


(2)
Below is a cluster of 8 separate species, C23H43N3O7S2 in total, with properties calculated with ωB97M-V/def2-TZVPD.

Geometry (Å):
C -0.627363 0.538928 -0.909688
C -0.293364 -0.451446 0.167635
O 0.663705 -0.288655 0.893027
C -1.183305 -1.656097 0.308132
H -1.415758 1.232639 -0.634087
H -0.767383 0.096342 -1.895545
H 0.255543 1.153957 -1.119490
H -1.132587 -2.369411 -0.508767
H -2.232264 -1.364856 0.407208
H -0.904118 -2.075537 1.277406
C 4.248955 -0.095409 -0.823472
C 4.687375 -0.674614 -2.150237
O 5.432723 -0.070454 -2.880187
C 4.337053 -2.115861 -2.448015
H 4.847830 -0.341444 0.048540
H 3.203236 -0.356018 -0.640693
H 4.296420 0.983819 -0.992155
H 5.086408 -2.543673 -3.112329
H 3.383722 -2.211618 -2.974766
H 4.277780 -2.710842 -1.536211
C 1.951833 -2.732158 4.158330
C 2.161855 -2.341964 5.606092
O 1.530435 -1.465241 6.137708
C 3.131288 -3.234520 6.359820
H 1.430894 -1.968438 3.577524
H 1.293113 -3.606191 4.188923
H 2.848745 -2.948265 3.579184
H 3.421492 -4.086722 5.748696
H 2.707481 -3.541853 7.311961
H 4.052974 -2.669725 6.524749
C -4.817177 2.275739 0.927995
C -4.216369 1.967735 -0.369433
N -3.717140 1.674683 -1.360203
H -5.385979 1.439220 1.323091
H -5.475275 3.139597 0.863669
H -3.992645 2.525100 1.597384
C -4.661861 -2.254217 -3.789545
C -3.426586 -2.573066 -3.107222
N -2.460085 -2.815107 -2.537370
H -4.598657 -1.332229 -4.363100
H -5.469718 -2.192524 -3.061432
H -4.922572 -3.048867 -4.491271
C -0.652755 -2.293724 -5.313949
C 0.118736 -1.632210 -4.271801
N 0.710616 -1.059179 -3.468919
H -1.552367 -1.719151 -5.523155
H -0.964531 -3.288504 -4.996508
H -0.051689 -2.422040 -6.211668
C -2.439979 -0.408066 3.267043
C -1.037186 -0.170463 3.853683
C -1.179427 0.467215 5.236881
S -2.947388 0.503437 5.655407
O -3.502181 1.779733 5.246169
O -3.215488 -0.002658 6.976521
C -3.396153 -0.695059 4.400552
H -2.538837 -1.162114 2.494289
H -2.698532 0.527688 2.753217
H -0.428493 0.431121 3.186836
H -0.584416 -1.155867 3.962400
H -0.778207 1.460581 5.406743
H -0.808500 -0.214666 6.003981
H -4.461279 -0.731115 4.186779
H -3.173127 -1.660846 4.871468
C 2.109304 2.944977 -2.582086
C 3.016192 4.139236 -2.988868
C 2.193834 5.227117 -3.656857
S 0.970090 4.337982 -4.645849
O 1.550594 4.067485 -5.942399
O -0.359775 4.895563 -4.569093
C 1.063109 2.816033 -3.685020
H 1.607469 3.283179 -1.671499
H 2.608710 2.005433 -2.373439
H 3.757651 3.800441 -3.721169
H 3.633397 4.482437 -2.159395
H 2.709202 5.851588 -4.389967
H 1.767311 5.966187 -2.976019
H 1.329107 2.047704 -4.406748
H 0.074325 2.689810 -3.249400

Cartesian forces (eV/Å) of the 2 atoms listed first:
1.246 0.694 -0.702
-0.085 0.090 -0.720

Energy ... -65019.335 eV
HOMO level ... -9.5 eV
Total charge ... 0
Lowest unoccupied orbital energy ... 0.2 eV
Structure (SMILES) ... O=S1(=O)CCCC1.O=S1(=O)CCCC1.CC(C)=O.CC(C)=O.CC(C)=O.CC#N.CC#N.CC#N
Kohn-Sham gap ... 9.65 eV


(3)
Below is a cluster of 2 separate species, C23H44BrFN3O4S in total, with properties calculated with ωB97M-V/def2-TZVPD.

Geometry (Å):
C -3.350905 -0.576170 -2.965741
C -3.128412 -1.885489 -2.970581
C -2.386099 -3.326386 -3.176353
C -1.980205 -4.006584 -1.771478
C -0.432675 -3.704083 -1.307156
C -0.392596 -2.403974 -0.345840
C -0.970776 -2.855495 1.137554
C -0.338399 -1.636252 1.985167
C 0.239325 -2.236300 3.394704
N 0.644259 -1.131190 4.364420
C -1.568999 -0.736262 2.485695
C -2.772830 -1.525445 3.193679
O -2.772470 -1.709093 4.449125
O -3.944772 -2.018645 2.465942
N 0.809301 -0.986541 1.206998
C 1.133033 0.461475 1.467360
C 0.165870 1.565415 0.838250
O 1.010699 2.464398 0.037236
C -0.556062 2.551295 1.947770
N -0.941550 3.889552 1.341377
C 1.017376 -1.562521 -0.202578
C 1.351201 -0.563065 -1.426331
C 0.091379 0.028578 -2.234090
C -0.022403 -0.807750 -3.640451
F 0.432677 1.404631 -2.664156
C 2.256673 -2.633627 -0.374338
Br 2.247159 -4.144796 0.905290
C 3.704507 -1.861875 -0.188245
C 4.892995 -2.834478 0.317582
H -3.370951 0.576188 -2.838270
H -1.548278 -3.287005 -3.963462
H -3.215384 -4.007703 -3.638907
H -2.046719 -5.164552 -1.887660
H -2.754998 -3.694071 -0.981715
H -0.144509 -4.635761 -0.662586
H 0.309223 -3.693255 -2.183579
H -1.320742 -1.806347 -0.733276
H -2.095172 -2.892869 0.916299
H -0.591167 -3.895416 1.455264
H -0.534051 -2.932436 3.925713
H 1.188672 -2.878331 3.261388
H 1.319947 -1.611237 5.002069
H -0.197338 -0.826390 4.897912
H -2.023821 -0.225448 1.536364
H -1.286837 0.142353 3.188459
H -3.765252 -2.987254 2.364409
H 1.619507 -1.447739 1.705137
H 1.253857 0.706049 2.602518
H 2.198246 0.635062 1.020569
H -0.701557 1.099407 0.244786
H 0.472280 2.935580 -0.640832
H 0.086366 2.673277 2.905216
H -1.573849 2.104078 2.309555
H -0.110183 4.482837 1.198712
H -1.431794 3.670331 0.459025
H 2.010758 0.354121 -1.128395
H 1.998867 -1.121141 -2.222267
H -0.897107 0.084099 -1.660745
H -0.932179 -0.492945 -4.264255
H 0.944395 -0.545753 -4.239055
H 0.044322 -1.929828 -3.408747
H 2.267712 -3.108303 -1.439460
H 4.037086 -1.425017 -1.201381
H 3.534817 -1.060639 0.619293
H 5.899741 -2.293458 0.095090
H 4.920481 -3.824864 -0.262720
H 4.866717 -2.970822 1.470676
C 0.639852 8.582275 -0.583443
S -0.929449 7.708047 -0.388385
O -0.637961 6.408142 0.292928
C -1.170918 7.358090 -2.143902
H 1.002049 8.865696 0.405949
H 1.372464 7.931627 -1.064710
H 0.484565 9.481466 -1.182190
H -0.327000 6.782356 -2.530117
H -1.268623 8.296403 -2.693741
H -2.087511 6.777009 -2.257012

Cartesian forces (eV/Å) of the 2 atoms listed first:
1.787 -6.572 0.441
0.837 6.585 -0.517

Energy ... -120803.966 eV
HOMO level ... -10.8 eV
Total charge ... +1
Lowest unoccupied orbital energy ... -2.3 eV
Kohn-Sham gap ... 8.51 eV